(1)
# C13H25Cl3O3

4 unconnected molecules or ions with the total composition C13H25Cl3O3 (wB97M-V/def2-TZVPD, the OMol25 dataset).

## Properties
Charge: -1
HOMO (spin up / spin down) (hartree): 0.018 / -0.228
LUMO (spin up / spin down) (eV): 3.0 / 2.9
Spin multiplicity: 2

Geometry as XYZ:
```
44
Properties=species:S:1:pos:R:3:forces:R:3:mulliken_charge:R:1
H 3.546423 -5.579633 -0.493447 0.243 -0.172 -0.081 0.316
H -3.631336 4.513002 3.571881 0.451 0.697 -0.047 0.304
H 3.703081 -2.938389 1.457125 -0.070 -0.189 0.050 0.348
C 0.695046 0.129534 -2.829639 2.923 0.124 -0.643 -0.725
H 1.083321 -4.047121 -1.369026 0.241 0.434 0.012 0.192
H 2.961181 -4.930429 -2.050328 1.686 0.732 -0.522 0.346
C 3.068766 -2.998553 0.572752 -0.995 1.781 0.373 0.168
Cl 1.630247 2.722685 0.144712 -1.525 1.377 -1.500 -0.526
H 1.591595 1.739026 2.333294 -0.346 -0.084 0.211 0.406
H -3.528235 1.693698 0.650816 -0.084 0.007 -0.759 0.299
C -1.923643 2.911374 1.373264 -2.112 -0.995 -0.304 -0.145
C -3.374357 2.745158 0.893427 -0.176 -2.459 0.849 -0.596
C 3.133455 -4.705957 -0.997693 -1.574 -0.426 0.873 -0.517
H 2.718123 -1.995844 0.328334 0.783 0.415 0.012 -0.307
H 1.523752 -1.474869 -1.465540 0.211 0.224 -0.421 -0.021
H -2.178061 0.153485 -1.354067 0.086 -0.400 0.589 0.052
H -4.047408 2.330718 2.987558 0.103 -0.265 -0.285 0.291
H 0.834019 -0.532740 -3.684149 -0.633 -0.333 -0.086 0.321
Cl 3.289436 0.622082 0.980664 0.909 -2.048 -0.148 -0.459
H 1.746233 -4.468780 1.512500 0.795 -0.451 0.121 0.369
C 1.793507 -3.759088 0.686557 -1.427 -0.726 1.802 -0.692
H 1.020758 0.051005 -0.706291 0.271 0.094 0.022 -0.226
H -5.303307 3.104383 1.996035 0.071 0.258 -0.065 0.363
C -0.629961 0.785257 -2.700319 -0.350 -0.077 -1.492 -0.428
C 2.340584 2.056021 1.607603 0.063 -0.692 0.278 0.064
O -2.093367 3.932686 2.318980 0.547 2.326 0.828 -0.365
H -1.281043 3.019204 0.499453 0.384 1.074 0.315 0.038
C 1.692326 -4.508103 -0.591388 -1.253 -1.051 0.462 -0.403
C 0.851556 -0.620773 -1.547838 -1.160 -0.030 0.549 0.485
H 1.503990 0.842650 -2.988331 0.022 0.329 0.256 0.361
C -1.468642 -0.316024 -2.035522 1.274 0.350 0.157 -0.263
H -0.482066 1.739106 -2.193955 -0.499 -0.209 0.537 0.148
C -4.230372 3.033160 2.174408 1.228 1.261 -1.450 -0.624
C -3.466735 4.336286 2.508975 -0.294 -1.972 0.702 -0.485
H -1.549207 2.028750 1.891805 -0.068 -0.168 0.077 0.203
H -3.822442 5.151120 1.878406 0.385 0.245 -0.024 0.301
H 0.850029 -3.267826 0.924480 0.321 1.113 -0.385 0.306
H -0.939797 1.017429 -3.719236 -0.542 0.171 0.048 0.361
Cl 3.504638 3.127435 2.338495 0.907 1.511 1.132 -0.363
H 1.133964 -5.390120 -0.277736 0.210 -0.619 -0.743 0.356
H -3.549668 3.403181 0.042323 -0.430 -0.004 0.163 0.344
H -2.022447 -0.955983 -2.722445 -0.035 0.212 -0.242 0.271
O 3.770325 -3.524058 -0.514088 1.025 -0.848 -1.976 -0.430
O -0.464262 -1.174145 -1.432805 -1.567 -0.518 0.753 -0.437
```
Forces are in eV/Å.

=====

(2)
# C21H51N9O17S

10 unconnected molecules or ions with the total composition C21H51N9O17S (wB97M-V/def2-TZVPD, the OMol25 dataset).

## Properties
Structure (SMILES): C[N+](=O)[O-].C[N+](=O)[O-].C[N+](=O)[O-].C[N+](=O)[O-].O=S1(=O)OCCO1.CN(C)C=O.CN(C)C=O.CN(C)C=O.CN(C)C=O.CN(C)C=O
HOMO (hartree): -0.330
LUMO (eV): -0.4

Geometry as XYZ:
```
99
Properties=species:S:1:pos:R:3:forces:R:3:mulliken_charge:R:1
O 17.461820 0.155800 -20.718610 1.121 1.687 2.358 -0.433
H 11.143980 -2.016620 -18.328780 -0.124 0.223 0.518 0.409
H 18.198240 -2.296690 -22.023080 -0.037 0.002 -0.305 0.320
O 13.214620 -1.518510 -24.433300 -2.059 1.398 1.502 -0.359
H 14.734950 1.129080 -20.532530 0.651 0.320 0.266 0.448
C 10.958730 4.078720 -15.506780 -1.732 0.306 0.777 -0.066
H 14.798020 2.942330 -20.950200 0.474 -0.226 0.444 0.073
O 15.980800 -0.839930 -21.857440 -0.750 -0.293 0.167 -0.514
H 14.791290 0.834540 -26.168480 -0.745 0.209 -0.113 0.344
O 13.176390 2.636620 -18.422060 1.390 -0.160 0.381 -0.347
H 11.793730 -1.816620 -19.852610 -0.258 0.258 -0.696 0.299
O 18.330740 3.163060 -23.869650 -0.520 0.246 0.708 -0.523
H 10.792280 1.080920 -18.410400 -0.047 0.164 0.122 0.337
C 17.071180 0.424440 -17.147020 -0.967 2.932 -2.264 -0.557
C 18.374770 6.794730 -23.118440 1.644 -1.650 -0.134 -0.944
N 19.215030 4.386490 -19.249450 1.679 -1.952 3.269 0.984
O 12.668840 4.992590 -21.177780 -0.572 0.332 0.644 -0.596
H 8.179200 5.630720 -16.022210 -0.281 -0.986 -1.004 0.360
H 16.551190 5.690520 -21.713660 0.084 0.038 0.211 0.445
N 18.064030 5.318900 -23.069920 -2.181 1.918 0.019 0.432
H 18.828350 3.548300 -21.092480 0.036 -0.252 -0.010 -0.160
C 13.627890 7.405060 -19.819230 -1.390 -1.135 -1.281 -0.656
H 11.588400 8.039410 -18.520060 0.210 -0.012 0.189 0.315
H 17.124620 0.471430 -18.234700 -0.468 -0.601 -0.262 -0.145
H 18.056880 7.305520 -24.027360 -0.293 -0.262 -0.026 0.324
O 14.146710 3.581990 -14.350450 -0.328 0.083 0.990 -0.544
H 19.642550 2.405530 -19.976930 0.181 0.473 0.301 0.291
H 17.977620 7.290960 -22.232940 -0.076 -0.279 -0.106 0.282
H 10.277440 7.317920 -19.302170 0.081 -0.494 -0.553 0.360
H 14.813060 0.931340 -24.405620 -0.075 -0.020 0.111 0.183
H 17.927290 2.745330 -19.788700 0.053 0.339 0.347 -0.108
O 12.895310 0.741970 -25.183020 -0.992 -0.222 0.748 -0.371
H 9.467890 6.002040 -15.163280 0.703 0.634 -0.071 0.366
N 13.902020 4.769880 -14.409480 0.483 0.376 -1.530 0.983
C 14.094180 5.354370 -15.804030 -0.377 0.378 0.462 -0.665
H 9.829520 4.557680 -18.547440 0.326 -0.114 -0.236 0.009
C 8.832590 -0.422620 -19.794030 -0.057 -2.813 -1.395 0.159
C 17.760270 -1.121180 -15.595510 2.263 -1.925 3.168 0.172
O 8.166330 -1.395140 -20.196800 0.259 2.052 0.930 -0.629
C 11.220760 7.817840 -19.521990 -0.076 0.113 1.165 -1.040
C 14.346080 2.134940 -20.374020 -1.610 -0.397 -0.564 -0.783
H 16.675560 -1.185180 -15.418020 0.107 0.047 0.142 0.293
H 11.088580 1.141330 -20.114340 0.582 -0.199 -0.159 0.376
H 15.891210 5.632950 -23.281340 0.310 -0.370 -0.694 0.420
H 17.186800 1.491070 -16.954600 0.549 0.306 0.608 0.370
H 13.792450 7.209320 -18.759650 0.102 -0.021 -0.027 0.227
C 18.688230 4.322130 -23.727610 0.610 0.056 -1.273 -0.127
C 9.782070 3.828300 -17.738820 1.300 1.108 0.807 -0.061
O 19.623050 5.409870 -19.735050 -0.663 0.176 -0.652 -0.573
H 19.977340 0.434120 -16.895260 0.307 -0.119 0.019 0.320
O 19.289120 4.126370 -18.023790 -0.667 0.777 -1.843 -0.583
H 13.740780 8.464210 -20.050650 0.304 -0.168 -0.018 0.315
H 12.078740 0.106840 -18.939360 -0.178 -0.131 -0.652 0.444
O 12.735160 0.434250 -22.687630 -0.860 -1.930 -2.456 -0.262
O 10.812920 -0.387440 -24.105500 3.366 -0.043 -0.067 -0.543
N 14.286780 2.490700 -18.916510 0.822 0.662 -1.250 1.078
H 10.789900 5.729930 -20.817060 0.018 -0.228 0.198 0.439
H 8.808870 3.356650 -17.874890 -0.271 0.081 1.016 0.365
C 18.885420 3.184520 -20.066570 -0.736 0.387 -1.418 0.103
S 12.250150 -0.188770 -23.936760 1.104 1.297 -0.248 0.927
H 14.116570 -1.401740 -26.255640 0.107 -0.333 0.055 0.310
C 11.882940 5.814600 -20.715510 1.294 0.099 -1.100 0.036
H 14.905980 6.074310 -15.700360 -0.133 -0.010 -0.113 0.404
H 9.411780 6.596940 -16.861890 0.152 -0.132 -0.076 0.204
C 18.127420 -1.269160 -22.379830 1.507 -0.231 -0.066 -0.902
H 17.853100 -1.186170 -23.431480 -0.226 -0.187 0.312 0.284
C 14.322220 -1.097420 -25.229390 -0.255 1.134 -0.232 -0.231
H 19.973750 -1.349320 -17.095520 -0.444 0.018 0.899 0.329
H 16.493790 4.120110 -22.419230 -0.388 0.018 -0.522 0.217
H 16.046850 0.294300 -16.797870 0.224 -0.927 0.031 0.247
H 8.496770 0.625910 -19.790880 -0.068 -0.122 0.111 0.341
H 14.316630 4.589340 -16.547900 0.025 -0.118 0.449 0.087
H 13.154440 5.854790 -16.037640 0.140 0.128 0.007 0.263
H 10.321230 -2.760140 -19.597720 -0.527 0.533 -0.501 0.350
H 15.196930 -1.597420 -24.813490 0.106 0.404 -0.113 0.221
O 15.396180 2.711220 -18.416260 -1.762 -0.208 0.349 -0.528
C 19.406880 -0.429250 -17.237720 0.281 0.639 -0.314 -0.852
H 14.185650 6.731480 -20.469850 0.806 0.405 0.309 0.181
H 11.543900 3.202390 -15.825860 0.039 0.199 -0.329 0.492
C 11.100670 0.467940 -19.257310 -1.537 1.377 0.877 -1.215
H 13.321770 2.076070 -20.742020 -0.041 0.148 0.272 0.177
C 10.824880 -1.824900 -19.353240 0.521 -2.585 0.727 -1.073
C 14.300030 0.488240 -25.259170 0.324 -1.851 0.942 -0.255
H 19.371740 -0.379980 -18.326040 -0.607 0.380 -0.145 0.213
C 16.660810 5.168940 -22.664470 0.510 -0.682 1.520 -1.245
N 10.108190 4.605900 -16.471810 -1.172 -1.433 -1.579 0.229
H 10.545010 3.058840 -17.856910 0.036 0.218 -0.179 -0.309
O 10.978060 4.468900 -14.348450 0.378 -0.060 -1.094 -0.587
O 18.593910 -1.678930 -14.836060 -1.917 0.822 -1.809 -0.637
N 10.117840 -0.604920 -19.430700 1.441 1.135 0.054 0.196
H 19.462250 6.838640 -23.058810 0.041 0.418 -0.063 0.375
O 13.575780 5.543290 -13.533630 0.311 -0.830 -0.201 -0.544
H 19.072590 -0.752550 -22.212890 -0.060 -0.167 0.000 0.328
N 12.244890 7.019970 -20.208050 -1.089 1.116 1.343 0.095
N 17.132250 -0.612460 -21.544390 -1.523 -0.712 -2.529 0.943
H 10.946200 8.801660 -19.902540 0.411 -0.109 -0.808 0.314
N 18.081740 -0.378990 -16.640540 0.676 -1.528 -0.039 0.231
H 19.602310 4.617750 -24.265460 0.233 0.454 0.433 0.340
C 9.248360 5.746530 -16.199920 0.457 0.209 1.844 -1.012
```
Forces are in eV/Å.

=====

(3)
# C4H8FN

2 unconnected molecules or ions with the total composition C4H8FN (wB97M-V/def2-TZVPD, the OMol25 dataset).

## Properties
HOMO (hartree): -0.263
LUMO (eV): 0.9
Energy relative to the best compared isomer or geometry (same formula, charge and spin) (kJ/mol): 436.9

Geometry as XYZ:
```
14
Properties=species:S:1:pos:R:3:forces:R:3:mulliken_charge:R:1
H -2.643973 -0.911274 -1.186458 -1.047 0.962 0.430 0.270
N -1.485151 -0.299254 0.418288 -1.074 0.589 -1.180 -0.183
C -2.859936 -0.417949 -0.210228 1.635 0.676 1.949 -0.769
H -3.120224 0.666737 -0.023426 -0.929 -1.410 -1.445 0.315
H 3.094945 1.234471 0.858459 -0.061 2.884 0.677 0.269
F 2.357264 -1.187786 -1.170997 -0.358 0.039 -0.546 -0.259
H -3.352989 -1.107071 0.518251 -0.350 0.625 -1.016 0.264
H -1.248351 -1.204656 0.768540 0.969 -0.375 0.429 0.248
H 3.297745 -0.423976 1.070916 0.583 -2.130 1.070 0.279
C 2.911825 0.314232 0.472476 -0.833 -0.769 -3.185 -0.639
C -0.656801 0.669112 0.471009 2.032 0.265 1.266 -0.270
H -0.751331 1.746761 0.163454 -1.419 -1.297 -0.396 0.142
C 2.417732 0.088819 -0.748536 1.194 -0.329 2.693 -0.030
H 2.039246 0.831831 -1.401746 -0.343 0.272 -0.745 0.363
```
Forces are in eV/Å.

=====

no.,electronic energy (eV)
1,-57592.16223
2,-81642.11257
3,-8480.50940